# 1
The molecule C5H9NO. Source: the OMol25 dataset; level of theory: wB97M-V/def2-TZVPD.

Computed properties:
- SMILES string = CC[C@@]1(C)NC1=O
- 2S+1 = 1
- HOMO-LUMO gap (eV) = 10.34
- E (hartree) = -325.83291
- maximum force (Eh/bohr) = 0.0163

Geometry as XYZ:
```
16
Properties=species:S:1:pos:R:3:mulliken_charge:R:1
C -1.338 0.805 -0.723 -1.03
C 0.357 -0.423 0.303 0.82
C 0.947 0.677 1.187 -1.24
C -1.143 -0.388 0.251 -0.63
N 0.937 -1.876 -0.238 -0.54
C 1.029 -0.749 -0.942 0.34
O 1.535 -0.254 -1.922 -0.62
H -0.412 0.986 -1.288 0.35
H -1.588 1.738 -0.211 0.29
H -2.094 0.566 -1.465 0.32
H 0.150 1.235 1.704 0.34
H 1.496 1.402 0.574 0.30
H 1.615 0.273 1.942 0.38
H -1.611 -0.232 1.236 0.34
H -1.534 -1.326 -0.154 0.31
H 1.721 -2.529 -0.242 0.26
```

# 2
A cluster of 3 separate species, C29H45F9N6O7PS in total in a non-equilibrium geometry. Source: the OMol25 dataset; level of theory: wB97M-V/def2-TZVPD.

Computed properties:
- 2S+1 = 1
- net charge = +1
- HOMO-LUMO gap (eV) = 6.33
- E (hartree) = -3625.29414
- maximum force (Eh/bohr) = 0.0386

Geometry as XYZ:
```
98
Properties=species:S:1:pos:R:3:mulliken_charge:R:1
C 2.793 -4.753 3.405 -1.58
C 1.955 -3.474 3.380 0.26
C 2.766 -2.277 2.875 -0.58
C 2.234 -0.916 3.294 -0.76
N 1.346 -0.216 2.307 0.30
C 0.512 -0.978 1.538 -0.57
C -0.579 -1.674 2.107 -0.71
N -0.890 -1.608 3.480 0.38
C -1.230 -0.291 4.051 -0.15
C -0.873 -0.240 5.520 -0.27
C -1.376 1.052 6.153 -1.40
C -1.353 -2.478 1.286 0.99
C -2.409 -3.297 2.014 -0.54
O -2.020 -4.246 2.600 -0.52
O -3.688 -2.973 1.900 -0.16
C -4.061 -1.608 2.124 0.62
C -5.128 -1.182 1.136 -1.36
C -6.267 -2.188 1.013 -0.58
C -7.037 -2.415 2.327 -0.78
N -7.067 -3.793 2.820 -0.64
C -1.083 -2.608 -0.110 -0.69
C -2.017 -3.507 -0.924 0.56
F -3.265 -3.032 -0.815 -0.21
F -1.982 -4.744 -0.438 -0.24
F -1.746 -3.544 -2.221 -0.29
C 0.003 -1.921 -0.632 1.07
P 0.631 -2.188 -2.373 0.34
S 1.411 -3.955 -2.498 -0.34
N 0.724 -1.096 0.198 1.11
C 1.829 -0.310 -0.378 -2.33
O 2.919 -0.721 -0.378 -0.27
C 1.473 1.063 -1.035 1.80
F 2.635 1.587 -1.443 -0.29
F 0.689 0.859 -2.106 -0.27
C 0.787 2.117 -0.121 0.64
F -0.166 1.552 0.663 -0.13
F 1.748 2.590 0.696 -0.34
C 0.123 3.301 -0.886 0.74
F 0.889 3.662 -1.926 -0.10
F 0.066 4.321 -0.011 -0.30
C -1.329 3.062 -1.392 -0.02
O -1.949 3.994 -1.720 -0.40
O -1.771 1.783 -1.504 -0.36
H 3.808 -4.568 3.732 0.38
H 2.316 -5.496 4.031 0.41
H 2.817 -5.184 2.409 0.36
H 1.605 -3.272 4.391 0.22
H 1.112 -3.678 2.726 -0.01
H 3.763 -2.365 3.295 0.57
H 2.893 -2.358 1.798 0.18
H 1.706 -0.971 4.237 -0.09
H 3.058 -0.235 3.466 0.66
H 1.848 0.492 1.795 0.55
H -0.214 -2.099 4.047 0.42
H -2.304 -0.135 4.004 0.25
H -0.763 0.535 3.519 -0.05
H -1.369 -1.071 6.015 0.39
H 0.197 -0.343 5.680 0.22
H -2.452 1.025 6.276 0.35
H -0.940 1.211 7.131 0.41
H -1.114 1.897 5.523 0.34
H -3.212 -0.937 2.030 -0.33
H -4.433 -1.510 3.139 0.59
H -4.669 -1.037 0.158 0.33
H -5.488 -0.207 1.456 0.47
H -5.869 -3.122 0.637 0.37
H -6.962 -1.798 0.275 0.41
H -6.642 -1.791 3.123 0.34
H -8.066 -2.103 2.186 0.37
H -6.207 -4.028 3.293 0.28
H -7.197 -4.428 2.046 0.26
H 1.594 -1.203 -2.613 0.21
H -0.437 -1.915 -3.234 0.22
H -2.180 1.505 -0.675 0.28
C 5.133 4.756 -4.727 0.00
O 5.950 5.306 -5.431 -0.61
N 4.453 5.348 -3.724 0.16
C 3.492 4.624 -2.920 -0.92
C 4.703 6.755 -3.449 -0.98
H 4.872 3.688 -4.851 0.38
H 2.513 5.096 -3.006 0.42
H 3.805 4.636 -1.873 0.38
H 3.417 3.589 -3.251 0.13
H 4.474 7.357 -4.328 0.32
H 5.752 6.909 -3.199 0.31
H 4.081 7.076 -2.618 0.38
C 1.766 0.339 -6.748 0.07
O 1.160 -0.458 -6.052 -0.58
N 1.908 1.639 -6.438 0.21
C 2.655 2.581 -7.251 -0.78
C 1.275 2.093 -5.219 -1.02
H 2.265 0.050 -7.686 0.29
H 3.480 3.008 -6.678 0.23
H 2.003 3.392 -7.580 0.31
H 3.065 2.087 -8.128 0.31
H 1.673 1.531 -4.372 0.16
H 0.199 1.921 -5.276 0.35
H 1.458 3.155 -5.066 0.47
```

# 3
A cluster of 8 separate species, C31H80N5O13 in total in a non-equilibrium geometry. Source: the OMol25 dataset; level of theory: wB97M-V/def2-TZVPD.

Computed properties:
- 2S+1 = 1
- net charge = -1
- HOMO-LUMO gap (eV) = 6.44
- E (hartree) = -2480.67929
- maximum force (Eh/bohr) = 0.0685

Geometry as XYZ:
```
129
Properties=species:S:1:pos:R:3:mulliken_charge:R:1
N -0.135 0.264 -0.526 1.02
O 0.889 -0.259 -0.848 -0.67
O -0.177 1.192 0.279 -0.67
O -1.219 -0.021 -1.072 -0.68
C 7.761 0.166 1.659 -1.33
C 6.296 -0.063 1.447 0.75
C 5.455 -0.443 2.668 -1.33
O 5.791 1.100 0.811 -0.58
H 7.996 0.862 2.463 0.32
H 8.393 0.395 0.800 0.33
H 8.181 -0.789 1.975 0.37
H 6.218 -0.923 0.783 0.09
H 5.364 0.353 3.407 0.35
H 5.849 -1.292 3.226 0.32
H 4.418 -0.634 2.391 0.36
H 4.860 0.996 0.601 0.34
C -8.149 -2.897 -1.398 -1.19
C -6.629 -2.719 -1.576 0.51
C -5.910 -3.618 -2.663 -1.19
O -6.350 -1.398 -1.882 -0.55
H -8.599 -3.125 -2.364 0.28
H -8.637 -2.078 -0.870 0.33
H -8.371 -3.757 -0.766 0.34
H -6.156 -3.044 -0.649 0.19
H -4.888 -3.252 -2.764 0.34
H -6.370 -3.450 -3.637 0.30
H -5.821 -4.685 -2.458 0.32
H -5.401 -1.310 -1.775 0.33
C -1.066 0.420 -7.171 -1.23
C -0.125 -0.793 -7.411 0.54
C -0.827 -2.189 -7.400 -1.27
O 0.654 -0.585 -8.542 -0.57
H -1.583 0.260 -6.225 0.32
H -1.825 0.610 -7.929 0.32
H -0.464 1.326 -7.094 0.34
H 0.593 -0.677 -6.599 0.20
H -1.449 -2.392 -6.528 0.37
H -0.091 -2.984 -7.274 0.31
H -1.515 -2.422 -8.213 0.34
H 1.194 0.196 -8.403 0.33
C -2.294 5.080 8.815 -0.78
O -2.011 4.307 7.607 -0.29
C -2.320 5.104 6.436 -0.64
C -1.932 4.149 5.254 -0.84
N -2.936 3.225 4.798 -0.36
C -3.191 2.156 5.788 -0.54
C -4.173 1.080 5.282 -0.60
O -5.505 1.563 5.062 -0.32
C -6.406 0.565 4.624 -0.77
H -3.318 5.387 9.025 0.31
H -1.690 5.987 8.787 0.30
H -2.017 4.491 9.689 0.26
H -1.721 6.014 6.477 0.54
H -3.373 5.362 6.322 0.33
H -0.983 3.706 5.554 0.37
H -1.801 4.797 4.387 0.47
H -2.458 2.878 3.979 0.27
H -3.539 2.596 6.723 0.29
H -2.216 1.715 5.997 0.41
H -4.373 0.256 5.967 0.39
H -3.720 0.644 4.392 0.34
H -7.247 1.069 4.148 0.25
H -6.836 0.017 5.462 0.29
H -5.996 -0.202 3.967 0.32
C 0.125 -4.409 5.763 -0.73
O -0.988 -5.043 5.109 -0.31
C -0.907 -5.154 3.642 -0.60
C -2.114 -5.942 3.049 -0.68
N -2.123 -7.379 3.416 -0.39
C -3.258 -8.167 2.857 -0.79
C -3.321 -9.654 3.365 -0.54
O -3.490 -9.580 4.768 -0.30
C -3.275 -10.906 5.338 -0.76
H 0.109 -3.333 5.586 0.28
H 1.067 -4.884 5.489 0.30
H 0.137 -4.590 6.837 0.26
H -0.009 -5.703 3.356 0.32
H -0.872 -4.163 3.190 0.42
H -2.038 -5.835 1.967 0.43
H -3.050 -5.457 3.328 0.39
H -2.270 -7.395 4.415 0.24
H -3.261 -8.110 1.769 0.45
H -4.182 -7.621 3.048 0.37
H -2.460 -10.216 3.001 0.36
H -4.179 -10.188 2.957 0.41
H -2.264 -11.299 5.230 0.32
H -3.888 -11.634 4.808 0.30
H -3.545 -10.936 6.394 0.25
C 12.238 2.562 -7.855 -0.76
O 11.160 2.536 -6.941 -0.29
C 10.086 3.468 -7.207 -0.66
C 8.996 3.231 -6.211 -0.66
N 8.390 1.910 -6.309 -0.42
C 7.884 1.570 -4.939 -0.33
C 7.262 0.200 -5.017 -0.71
O 8.233 -0.787 -5.357 -0.35
C 8.872 -1.406 -4.212 -0.69
H 13.090 1.978 -7.506 0.22
H 12.566 3.584 -8.044 0.30
H 11.925 2.179 -8.827 0.32
H 9.583 3.411 -8.172 0.35
H 10.445 4.497 -7.178 0.48
H 8.183 3.929 -6.414 0.30
H 9.285 3.449 -5.183 0.39
H 9.014 1.204 -6.672 0.34
H 7.125 2.309 -4.684 0.31
H 8.735 1.607 -4.259 0.29
H 6.557 0.184 -5.848 0.31
H 6.659 -0.041 -4.141 0.43
H 9.473 -0.634 -3.731 0.26
H 9.451 -2.286 -4.492 0.26
H 8.200 -1.836 -3.470 0.30
C -3.954 5.824 -2.432 -1.62
C -4.038 5.945 -0.934 0.68
C -4.794 7.173 -0.474 -0.92
O -4.735 7.318 0.942 -0.27
C -5.588 8.356 1.529 -0.81
N -4.680 4.763 -0.376 -0.68
H -3.538 4.878 -2.780 0.40
H -3.452 6.625 -2.975 0.39
H -4.958 5.914 -2.847 0.38
H -3.018 5.979 -0.552 0.31
H -5.832 7.132 -0.803 0.32
H -4.409 8.064 -0.971 0.37
H -5.196 8.672 2.496 0.27
H -6.646 8.092 1.542 0.31
H -5.543 9.299 0.984 0.32
H -3.874 4.164 -0.272 0.30
H -5.200 4.292 -1.103 0.26
```

# 4
A structure of composition C23H39Cl2O8RuS2Si. Source: the OMol25 dataset; level of theory: wB97M-V/def2-TZVPD.

Computed properties:
- 2S+1 = 5
- net charge = +1
- HOMO-LUMO gap (alpha / beta) (eV) = 8.05 / 6.89
- E (hartree) = -3602.81348
- maximum force (Eh/bohr) = 0.0131

Geometry as XYZ:
```
76
Properties=species:S:1:pos:R:3:mulliken_charge:R:1
Ru 0.159 -0.931 0.386 1.86
C 4.094 -0.957 1.484 -1.35
C 2.628 -0.964 1.210 1.18
O 1.795 -1.430 2.016 -0.63
O 2.180 -0.479 0.100 -0.80
H 4.361 -1.869 2.014 0.37
H 4.333 -0.112 2.133 0.38
H 4.655 -0.868 0.557 0.35
Cl -3.415 1.783 0.335 -0.11
C -3.136 0.757 1.752 -0.09
Cl -4.491 -0.326 2.045 -0.13
C -1.861 -0.032 1.516 0.55
O -0.798 0.344 2.050 -0.65
O -1.853 -1.054 0.727 -0.47
H -3.007 1.399 2.612 0.37
C 2.052 2.722 -0.938 -1.08
S 0.764 2.238 0.209 0.77
O 0.004 1.133 -0.545 -0.79
C -0.243 3.691 0.081 0.59
C -1.008 3.924 -1.051 -0.44
C -1.742 5.095 -1.121 -0.63
C -1.698 6.012 -0.074 -0.46
C -0.934 5.758 1.055 -0.62
C -0.203 4.580 1.144 -0.49
H 1.592 3.029 -1.877 0.36
H 2.679 1.842 -1.080 0.36
H 2.617 3.542 -0.494 0.42
H -1.042 3.192 -1.851 0.36
H -2.353 5.295 -1.993 0.42
H -2.268 6.931 -0.141 0.41
H -0.912 6.469 1.871 0.41
H 0.383 4.353 2.029 0.42
C -2.467 -4.125 -2.526 -1.48
C -2.540 -5.184 -1.436 1.63
C -2.249 -6.570 -1.989 -1.51
C -3.878 -5.136 -0.721 -1.68
O -1.546 -4.891 -0.410 0.43
Si 0.004 -4.547 -0.317 -0.76
S 0.212 -2.453 -1.209 -0.39
O 0.920 -5.389 -1.315 0.08
C 2.347 -5.619 -1.495 1.71
C 2.651 -6.963 -0.852 -1.63
C 3.161 -4.510 -0.838 -1.38
C 2.578 -5.651 -2.994 -1.78
O 0.519 -4.411 1.191 0.47
C 0.000 -4.865 2.484 1.64
C -0.577 -6.271 2.343 -1.48
C 1.191 -4.880 3.424 -1.72
C -1.063 -3.875 2.929 -1.35
H -3.278 -4.271 -3.241 0.51
H -1.517 -4.188 -3.067 0.26
H -2.566 -3.127 -2.093 0.25
H -2.979 -6.824 -2.759 0.49
H -2.307 -7.315 -1.193 0.33
H -1.249 -6.602 -2.427 0.19
H -4.683 -5.377 -1.417 0.47
H -4.053 -4.139 -0.313 0.35
H -3.896 -5.860 0.096 0.35
H 2.407 -6.932 0.213 0.24
H 3.710 -7.206 -0.963 0.44
H 2.058 -7.749 -1.324 0.36
H 3.003 -4.499 0.245 0.18
H 2.889 -3.531 -1.243 0.27
H 4.222 -4.672 -1.034 0.58
H 1.973 -6.435 -3.454 0.36
H 3.629 -5.850 -3.207 0.45
H 2.306 -4.691 -3.442 0.36
H 0.185 -6.956 1.958 0.32
H -1.432 -6.276 1.667 0.19
H -0.904 -6.633 3.318 0.52
H 1.961 -5.551 3.037 0.36
H 0.883 -5.237 4.408 0.42
H 1.609 -3.878 3.527 0.28
H -1.904 -3.880 2.230 0.19
H -0.642 -2.869 2.984 0.12
H -1.431 -4.141 3.922 0.53
```

Q: The lowest maximum force belongs to which entry?
A: C23H39Cl2O8RuS2Si